1.
{
  "formula": "C37H46AlBBeCl2F11Li2N5O6",
  "method": "ωB97M-V/def2-TZVPD",
  "species": ["C", "C", "O", "C", "C", "C", "C", "C", "F", "F", "C", "F", "F", "C", "F", "F", "F", "C", "Cl", "C", "B", "O", "C", "C", "C", "N", "C", "C", "C", "C", "C", "C", "C", "C", "C", "C", "N", "C", "H", "H", "H", "H", "H", "H", "H", "H", "H", "H", "H", "H", "H", "H", "H", "H", "H", "H", "H", "H", "H", "H", "H", "H", "H", "N", "C", "C", "C", "C", "C", "H", "H", "H", "H", "H", "C", "C", "C", "C", "N", "H", "H", "H", "H", "H", "H", "H", "C", "N", "O", "O", "H", "H", "H", "Cl", "Li", "Be", "C", "C", "O", "H", "H", "H", "H", "H", "O", "H", "Li", "F", "Al", "F", "F", "F"],
  "coordinates": [[-0.469, -3.131, 2.762], [-0.997, -3.955, 1.446], [-0.588, -3.373, 0.150], [-1.643, -2.377, -0.235], [-1.079, -1.327, -1.409], [-0.172, -0.141, -0.706], [1.490, 0.008, -0.905], [2.164, -1.061, -1.884], [1.852, -2.437, -1.332], [1.504, -0.886, -3.236], [3.738, -1.097, -2.191], [4.305, 0.069, -2.939], [3.915, -2.236, -3.180], [4.711, -1.591, -0.924], [5.961, -0.792, -1.020], [4.042, -1.517, 0.394], [5.110, -3.034, -1.109], [2.139, 1.266, -0.089], [3.936, 1.640, -0.215], [1.291, 2.333, 0.873], [2.095, 3.576, 1.661], [2.284, 3.473, 3.150], [2.722, 4.879, 0.863], [3.721, 5.819, 1.762], [-0.347, 2.170, 1.044], [-1.007, 3.221, 1.897], [-2.480, 2.928, 1.878], [-3.440, 4.006, 2.724], [-2.579, 5.166, 3.502], [-2.009, 6.562, 2.857], [-1.184, 7.685, 3.781], [-0.902, 7.451, 5.411], [-1.473, 6.028, 6.027], [-2.286, 4.923, 5.117], [-2.806, 3.554, 5.882], [-3.261, 1.706, 1.147], [-2.526, 0.700, 0.329], [-1.040, 0.932, 0.243], [-0.639, -3.814, 3.716], [0.689, -2.925, 2.710], [-1.083, -2.138, 2.908], [-2.168, -3.971, 1.486], [-0.628, -5.086, 1.517], [-1.940, -1.836, 0.758], [-2.500, -2.990, -0.745], [-2.060, -0.922, -1.939], [-0.517, -1.999, -2.175], [2.426, 2.491, 3.387], [1.819, 5.442, 0.373], [3.389, 4.428, -0.018], [3.170, 6.041, 2.780], [3.913, 6.838, 1.187], [4.784, 5.300, 1.917], [-4.210, 3.434, 3.410], [-4.100, 4.556, 1.897], [-2.191, 6.804, 1.713], [-0.788, 8.713, 3.348], [-0.345, 8.267, 6.058], [-1.305, 5.845, 7.189], [-2.905, 3.844, 7.033], [-1.970, 2.744, 5.716], [-3.883, 3.204, 5.554], [-4.430, 1.615, 1.267], [-0.858, -6.818, 0.046], [-1.455, -7.970, 0.422], [-1.541, -9.093, -0.387], [-0.985, -9.031, -1.660], [-0.365, -7.857, -2.076], [-0.326, -6.789, -1.195], [-1.876, -7.968, 1.423], [-2.030, -9.993, -0.032], [-1.035, -9.890, -2.323], [0.077, -7.777, -3.063], [0.150, -5.852, -1.472], [0.688, -4.418, -7.287], [0.120, -3.032, -7.573], [0.063, -2.144, -6.329], [-0.831, -2.785, -5.280], [-1.573, -3.317, -4.410], [0.063, -4.973, -6.580], [0.736, -5.007, -8.208], [1.700, -4.349, -6.872], [-0.886, -3.142, -7.998], [0.739, -2.544, -8.334], [-0.338, -1.158, -6.589], [1.065, -2.003, -5.911], [1.882, 1.929, 6.186], [1.239, 2.841, 7.170], [0.045, 3.111, 6.995], [1.950, 3.259, 8.091], [1.143, 1.641, 5.435], [2.709, 2.474, 5.725], [2.239, 1.054, 6.732], [-4.646, 2.015, -0.719], [0.440, 2.931, -1.472], [-3.116, 5.359, 0.653], [3.899, -7.305, -6.486], [3.188, -7.765, -7.771], [2.779, -6.673, -8.397], [3.227, -6.747, -5.822], [4.259, -8.178, -5.929], [4.771, -6.674, -6.703], [2.431, -8.492, -7.437], [3.909, -8.422, -8.280], [-5.312, 6.329, -0.980], [-5.043, 5.924, -1.784], [4.902, -0.341, 1.588], [-5.202, 7.127, 2.060], [-5.083, 8.924, 2.065], [-6.503, 9.618, 2.928], [-5.057, 9.528, 0.368], [-3.569, 9.423, 2.902]],
  "relative_energy_kcal_mol": 664.4,
  "lumo_ha": -0.1598,
  "total_energy_ev": -121839.1516,
  "gap_ev": 1.0,
  "homo_ha": -0.196
}

2.
{
  "formula": "C37H46BrIrN3O2PS",
  "method": "ωB97M-V/def2-TZVPD",
  "species": ["Ir", "N", "C", "C", "C", "C", "C", "C", "S", "N", "C", "C", "C", "C", "C", "C", "N", "H", "H", "H", "H", "H", "H", "H", "H", "H", "C", "C", "C", "C", "C", "C", "P", "C", "C", "C", "C", "C", "C", "C", "C", "C", "C", "C", "C", "H", "H", "H", "H", "H", "H", "H", "H", "H", "H", "H", "H", "H", "H", "H", "H", "H", "H", "H", "H", "H", "H", "H", "H", "H", "H", "H", "H", "H", "H", "H", "H", "H", "Br", "C", "C", "C", "C", "C", "C", "C", "O", "O", "H", "H", "H", "H"],
  "coordinates": [[-0.240, -0.087, 0.473], [-2.655, -0.853, -2.893], [-2.636, -2.197, -3.357], [-3.254, -2.516, -4.551], [-3.205, -3.822, -5.020], [-2.522, -4.790, -4.304], [-1.890, -4.460, -3.111], [-1.964, -3.164, -2.631], [-1.259, -2.809, -1.051], [-1.190, -1.084, -1.073], [-1.884, -0.367, -1.913], [-1.780, 1.097, -1.720], [-2.535, 2.034, -2.401], [-2.334, 3.381, -2.140], [-1.392, 3.742, -1.194], [-0.700, 2.749, -0.525], [-0.871, 1.449, -0.785], [-3.123, -0.192, -3.490], [-3.776, -1.751, -5.113], [-3.699, -4.076, -5.947], [-2.481, -5.808, -4.666], [-1.356, -5.217, -2.550], [-3.295, 1.737, -3.109], [-2.918, 4.131, -2.657], [-1.203, 4.777, -0.952], [0.002, 2.985, 0.254], [3.149, -0.118, -4.355], [2.692, 1.248, -3.819], [1.884, 1.108, -2.519], [2.454, -0.051, -1.697], [2.148, -1.381, -2.416], [2.165, -1.208, -3.946], [2.009, -0.112, 0.082], [2.677, -1.659, 0.840], [4.191, -1.878, 0.575], [4.606, -3.327, 0.877], [3.807, -3.865, 2.056], [2.334, -4.004, 1.652], [1.922, -2.969, 0.590], [2.945, 1.211, 0.965], [4.436, 1.287, 0.514], [4.723, 2.535, -0.316], [4.500, 3.807, 0.511], [3.347, 3.619, 1.509], [2.331, 2.617, 0.963], [4.138, -0.370, -3.962], [3.259, -0.078, -5.438], [2.072, 1.755, -4.561], [3.558, 1.891, -3.649], [0.841, 0.883, -2.760], [1.892, 2.054, -1.976], [3.542, 0.086, -1.665], [1.177, -1.763, -2.100], [2.885, -2.131, -2.126], [1.165, -0.954, -4.312], [2.426, -2.158, -4.412], [2.554, -1.430, 1.908], [4.769, -1.209, 1.212], [4.446, -1.638, -0.460], [5.678, -3.351, 1.075], [4.439, -3.961, 0.002], [3.911, -3.176, 2.900], [4.199, -4.822, 2.397], [1.688, -3.908, 2.527], [2.156, -5.000, 1.242], [0.851, -2.830, 0.645], [2.150, -3.341, -0.409], [2.922, 0.850, 2.000], [4.752, 0.402, -0.031], [5.051, 1.312, 1.416], [4.083, 2.540, -1.204], [5.747, 2.494, -0.688], [4.287, 4.644, -0.155], [5.412, 4.067, 1.050], [2.860, 4.571, 1.720], [3.721, 3.251, 2.469], [2.088, 2.917, -0.058], [1.418, 2.623, 1.557], [-0.171, -0.766, 8.970], [-0.121, -0.626, 7.100], [-0.317, -1.766, 6.326], [-0.280, -1.660, 4.951], [-0.049, -0.418, 4.356], [0.144, 0.720, 5.142], [0.110, 0.617, 6.517], [-0.010, -0.315, 2.911], [-0.138, -1.332, 2.121], [0.157, 0.809, 2.285], [-0.498, -2.718, 6.804], [-0.434, -2.534, 4.331], [0.317, 1.678, 4.671], [0.258, 1.486, 7.142]],
  "relative_energy_kcal_mol": 4.8,
  "lumo_ha": -0.2525,
  "total_energy_ev": -140675.8778,
  "gap_ev": 6.3,
  "charge": 2,
  "homo_ha": -0.485
}

3.
{
  "formula": "C37H46F9NO7S",
  "method": "ωB97M-V/def2-TZVPD",
  "species": ["C", "C", "O", "C", "C", "C", "C", "F", "F", "C", "F", "F", "C", "F", "F", "C", "F", "F", "F", "N", "C", "O", "C", "C", "C", "C", "C", "C", "C", "C", "C", "C", "C", "O", "C", "S", "C", "O", "O", "C", "O", "C", "O", "C", "C", "C", "C", "C", "C", "C", "C", "C", "C", "C", "C", "H", "H", "H", "H", "H", "H", "H", "H", "H", "H", "H", "H", "H", "H", "H", "H", "H", "H", "H", "H", "H", "H", "H", "H", "H", "H", "H", "H", "H", "H", "H", "H", "H", "H", "H", "H", "H", "H", "H", "H", "H", "H", "H", "H", "H", "H"],
  "coordinates": [[4.922, -3.906, 2.889], [4.222, -3.801, 1.439], [3.877, -2.387, 1.244], [3.462, -2.187, -0.159], [2.963, -0.679, -0.233], [1.835, -0.333, -1.359], [2.288, 0.118, -2.832], [1.761, 1.443, -3.117], [1.803, -0.665, -3.921], [3.844, 0.344, -3.130], [4.473, 1.347, -2.307], [3.816, 1.033, -4.412], [4.747, -0.946, -3.403], [5.105, -0.985, -4.802], [4.106, -2.196, -3.192], [6.207, -0.909, -2.672], [7.062, -0.024, -3.351], [6.750, -2.224, -2.886], [6.144, -0.732, -1.281], [1.482, 1.054, -0.799], [0.082, 1.351, -0.518], [-0.108, 2.412, 0.107], [-0.812, 0.223, -1.221], [-1.205, 0.843, -2.634], [-1.190, 2.415, -2.823], [-2.303, 3.242, -2.002], [-2.238, 4.846, -2.289], [-3.241, 5.579, -1.271], [-2.806, 5.457, 0.275], [-3.883, 4.592, 1.111], [-3.643, 4.728, 2.704], [-3.047, 3.368, 3.361], [-4.140, 2.187, 3.415], [-3.577, 0.935, 3.890], [-4.586, -0.117, 3.846], [-2.340, 0.015, -0.164], [-2.849, -1.717, 0.208], [-3.585, 0.658, -0.786], [-2.219, 0.685, 1.208], [0.329, -0.972, -1.134], [0.236, -1.121, 0.292], [0.326, -2.336, 0.934], [0.054, -3.515, 0.608], [0.803, -2.216, 2.481], [1.356, -3.402, 3.304], [1.721, -3.119, 4.803], [1.549, -1.746, 5.507], [1.015, -0.551, 4.674], [0.652, -0.816, 3.194], [-0.103, -2.173, -2.128], [-1.519, -2.371, -2.739], [-1.946, -3.488, -3.716], [-0.944, -4.586, -4.151], [0.509, -4.450, -3.568], [0.919, -3.289, -2.588], [4.207, -4.211, 3.726], [5.427, -2.913, 3.171], [5.731, -4.717, 2.832], [4.889, -4.199, 0.596], [3.229, -4.396, 1.406], [4.400, -2.442, -0.761], [2.678, -2.998, -0.339], [2.607, -0.402, 0.835], [3.915, -0.032, -0.354], [2.188, 1.453, -0.164], [-2.247, 0.471, -2.977], [-0.480, 0.393, -3.420], [-1.452, 2.607, -3.939], [-0.198, 2.957, -2.665], [-2.361, 2.989, -0.892], [-3.323, 2.917, -2.451], [-1.171, 5.250, -2.284], [-2.709, 4.967, -3.342], [-4.308, 5.144, -1.402], [-3.343, 6.695, -1.552], [-2.755, 6.518, 0.733], [-1.796, 4.917, 0.309], [-3.949, 3.496, 0.753], [-4.917, 5.072, 0.903], [-4.630, 4.942, 3.258], [-2.864, 5.543, 2.908], [-2.116, 3.049, 2.758], [-2.799, 3.623, 4.456], [-4.954, 2.520, 4.150], [-4.667, 2.011, 2.401], [-4.341, -0.938, 3.086], [-4.595, -0.630, 4.885], [-5.645, 0.304, 3.644], [-3.878, -1.936, -0.276], [-2.152, -2.547, -0.132], [-3.021, -1.866, 1.341], [1.481, -4.444, 2.863], [2.144, -3.972, 5.431], [1.811, -1.540, 6.601], [0.860, 0.506, 5.106], [0.234, 0.063, 2.572], [-2.338, -1.604, -2.464], [-3.014, -3.540, -4.144], [-1.190, -5.440, -4.880], [1.263, -5.251, -3.913], [2.011, -3.300, -2.281]],
  "lumo_ha": -0.0156,
  "total_energy_ev": -90213.0070,
  "gap_ev": 8.6,
  "homo_ha": -0.333
}